Entry 1:
Entry from OMol25: a molecular structure, C34H34N3O4P2RhS (ωB97M-V/def2-TZVPD).

Properties
Multiplicity: 5
Energy: -80875.9133 eV
Kohn-Sham gap (alpha / beta): 0.300 / 0.140 Eh
Energy above the lowest of the compared OMol25 structures with the same formula, charge and spin: 0.0 kcal per mole
Total charge: +2
HOMO level (alpha / beta): -0.48030 / -0.50743 Eh
F_max: 0.7 eV/Å
LUMO (alpha / beta): -4.896 / -10.002 eV

```
79
Properties=species:S:1:pos:R:3:mulliken_charge:R:1
Rh -0.572 1.949 -0.010 -0.13
C 2.838 -5.448 0.203 -0.72
S 1.144 -5.731 -0.230 0.34
C 0.484 -4.102 -0.464 0.08
C 0.428 -3.328 0.873 -0.60
C -0.558 -2.163 0.759 -0.97
N -0.049 -1.095 -0.099 0.47
P 0.927 0.180 0.585 0.75
C 2.494 0.169 -0.291 0.96
C 3.152 -1.006 -0.657 0.12
C 4.349 -0.950 -1.347 -0.63
C 4.901 0.287 -1.671 -0.80
C 4.254 1.456 -1.307 -0.78
C 3.048 1.401 -0.622 -0.94
C 1.254 -0.238 2.302 0.92
C 0.283 0.104 3.247 -0.73
C 0.480 -0.181 4.588 -0.55
C 1.660 -0.788 4.996 -0.66
C 2.643 -1.104 4.068 -0.86
C 2.444 -0.831 2.724 -0.32
P -1.238 -0.215 -1.085 1.38
C -2.302 -1.502 -1.761 0.13
C -3.629 -1.540 -1.339 -0.03
C -4.498 -2.497 -1.848 -0.77
C -4.041 -3.412 -2.782 -0.55
C -2.721 -3.370 -3.221 -0.78
C -1.854 -2.417 -2.718 -0.44
C -0.231 0.443 -2.424 0.91
C -0.595 1.707 -2.895 -0.98
C 0.188 2.358 -3.843 -0.75
C 1.318 1.738 -4.343 -0.72
C 1.665 0.457 -3.917 -0.91
C 0.898 -0.184 -2.966 -0.14
H 3.332 -6.414 0.268 0.40
H 2.875 -4.947 1.175 0.31
H 3.316 -4.811 -0.543 0.28
H -0.510 -4.242 -0.893 0.26
H 1.107 -3.571 -1.191 -0.02
H 1.425 -2.949 1.106 0.09
H 0.127 -3.979 1.697 0.67
H -0.785 -1.823 1.774 0.10
H -1.496 -2.527 0.335 0.73
H 2.708 -1.967 -0.419 0.22
H 4.859 -1.859 -1.638 0.43
H 5.836 0.333 -2.212 0.43
H 4.679 2.417 -1.565 0.48
H 2.534 2.324 -0.372 0.44
H -0.619 0.616 2.928 0.34
H -0.272 0.090 5.316 0.45
H 1.825 -0.995 6.045 0.42
H 3.574 -1.544 4.398 0.47
H 3.230 -1.044 2.010 0.47
H -3.985 -0.815 -0.617 0.44
H -5.529 -2.519 -1.523 0.45
H -4.719 -4.150 -3.188 0.43
H -2.385 -4.066 -3.978 0.48
H -0.841 -2.356 -3.099 0.47
H -1.517 2.180 -2.570 0.47
H -0.094 3.346 -4.178 0.48
H 1.931 2.244 -5.077 0.45
H 2.541 -0.028 -4.324 0.47
H 1.189 -1.162 -2.607 0.20
C -3.437 1.894 2.780 -1.12
C -2.846 3.101 2.155 0.07
N -1.846 3.135 1.299 -0.15
C -1.635 4.458 0.953 0.26
C -2.529 5.237 1.621 0.20
N -3.275 4.363 2.386 -0.04
C -2.850 6.693 1.526 0.53
O -3.269 7.254 2.684 -0.48
O -2.867 7.276 0.493 -0.43
C -0.510 4.817 0.036 0.22
O -0.120 5.939 -0.108 -0.56
O 0.042 3.761 -0.570 -0.60
H -3.108 1.010 2.234 0.08
H -4.526 1.930 2.748 0.47
H -3.132 1.799 3.823 0.28
H -4.089 4.614 2.927 0.26
H -2.903 6.787 3.447 0.36
```

=====

Entry 2:
Entry from OMol25: a gas-phase ion, C6H9N2O2 (charge +1) at a distorted geometry (ωB97M-V/def2-TZVPD).

Properties
Energy: -13431.7563 eV
Kohn-Sham gap: 0.313 Eh
Energy above the lowest of the compared OMol25 structures with the same formula, charge and spin: 121.9 kcal per mole
Total charge: +1
HOMO level: -0.43437 Eh
F_max: 4.7 eV/Å
LUMO: -3.294 eV
Structure (SMILES): Cn1c(O)c2c(c1O)C2[NH3+]

```
19
Properties=species:S:1:pos:R:3:mulliken_charge:R:1
C -0.180 0.828 -0.497 -0.16
C -0.754 -0.537 -0.094 -0.17
C 1.044 0.854 0.083 -0.07
C 0.155 -1.129 0.735 0.18
C -1.622 0.637 -0.252 0.12
C 2.659 -0.693 1.245 -0.83
N 1.298 -0.320 0.639 0.05
N -2.539 0.533 -1.539 -0.31
O 2.141 1.628 -0.070 -0.48
O 0.234 -2.361 1.218 -0.51
H -2.112 1.059 0.549 0.40
H 2.504 -1.815 1.591 0.28
H 3.395 -0.629 0.356 0.33
H 2.761 -0.057 2.074 0.34
H -3.234 1.351 -1.642 0.36
H -2.847 -0.463 -1.600 0.37
H -1.934 0.483 -2.293 0.38
H 1.761 2.542 -0.190 0.37
H -0.683 -2.701 1.086 0.34
```

=====

Entry 3:
Entry from OMol25: 2 unconnected molecules or ions with the total composition C5H5FIN at a distorted geometry (ωB97M-V/def2-TZVPD).

Properties
Energy: -17572.3169 eV
Kohn-Sham gap (alpha / beta): 0.285 / 0.198 Eh
Energy above the lowest of the compared OMol25 structures with the same formula, charge and spin: 21.1 kcal per mole
HOMO level (alpha / beta): -0.34119 / -0.29496 Eh
F_max: 1.6 eV/Å
LUMO (alpha / beta): -1.528 / -2.646 eV

```
13
Properties=species:S:1:pos:R:3:mulliken_charge:R:1
C 0.078 0.283 1.079 -0.09
C 0.803 0.343 -0.106 -0.99
C -0.796 -0.756 1.312 -0.32
C 0.381 -0.548 -1.224 -0.28
C -0.487 -1.676 -0.722 0.51
N -1.014 -1.766 0.427 -0.53
F -0.677 -2.655 -1.598 -0.25
I 1.132 3.345 -0.729 -0.16
H 0.284 0.983 1.873 0.38
H 1.785 0.774 -0.127 0.80
H -1.266 -0.908 2.273 0.39
H -0.248 -0.005 -1.950 0.22
H 1.238 -0.925 -1.796 0.33
```

=====

Entry 4:
Entry from OMol25: a molecular structure, C13H21AsCrO9S (ωB97M-V/def2-TZVPD).

Properties
Multiplicity: 2
Energy: -132338.6740 eV
Kohn-Sham gap (alpha / beta): 0.324 / 0.339 Eh
Energy above the lowest of the compared OMol25 structures with the same formula, charge and spin: 3.0 kcal per mole
Total charge: +1
HOMO level (alpha / beta): -0.47484 / -0.46714 Eh
F_max: 0.6 eV/Å
LUMO (alpha / beta): -4.111 / -3.500 eV

```
46
Properties=species:S:1:pos:R:3:mulliken_charge:R:1
Cr 0.520 -0.187 0.167 0.56
C 2.455 0.234 -2.178 -0.81
O 2.380 -0.153 -0.787 -0.06
C 3.173 -1.319 -0.513 -0.55
C 2.916 -1.688 0.919 -0.51
O 1.489 -1.803 1.049 0.18
C 1.099 -2.321 2.346 -0.66
H 3.489 0.491 -2.407 0.30
H 1.803 1.089 -2.310 0.24
H 2.120 -0.591 -2.808 0.32
H 4.228 -1.091 -0.676 0.41
H 2.864 -2.120 -1.189 0.40
H 3.275 -0.924 1.612 0.27
H 3.375 -2.648 1.158 0.47
H 1.608 -3.271 2.496 0.29
H 0.027 -2.466 2.326 0.24
H 1.380 -1.601 3.116 0.24
O -0.710 0.544 -3.192 -0.63
As -1.443 1.362 -1.840 1.02
O -1.818 2.893 -2.148 -0.70
O -0.168 1.225 -0.610 -0.39
C -2.976 0.292 -1.366 -0.46
C -4.164 0.872 -1.779 -0.67
C -5.368 0.183 -1.634 -0.65
C -5.393 -1.082 -1.084 -0.63
C -4.210 -1.676 -0.649 -0.51
C -3.021 -0.987 -0.791 0.66
S -1.582 -1.706 -0.116 1.70
O -0.445 -1.448 -1.079 -0.48
O -1.809 -3.063 0.232 -0.64
O -1.151 -0.812 1.028 -0.33
H -0.669 -0.408 -3.019 0.39
H -4.149 1.863 -2.216 0.56
H -6.287 0.648 -1.963 0.42
H -6.328 -1.614 -0.981 0.42
H -4.208 -2.659 -0.198 0.54
C 1.379 3.166 1.023 -0.97
C 1.652 2.030 1.948 0.84
C 2.259 2.315 3.277 -1.46
O 1.371 0.863 1.658 -0.29
H 1.865 4.077 1.363 0.43
H 0.300 3.327 0.976 0.25
H 1.692 2.914 0.012 0.20
H 1.548 2.923 3.844 0.36
H 3.155 2.925 3.157 0.41
H 2.476 1.402 3.825 0.29
```

=====

Entry 5:
Entry from OMol25: 3 unconnected molecules or ions with the total composition C5H15NO2 at a distorted geometry (ωB97M-V/def2-TZVPD).

Properties
Energy: -11012.5942 eV
Kohn-Sham gap: 0.341 Eh
Energy above the lowest of the compared OMol25 structures with the same formula, charge and spin: 31.2 kcal per mole
HOMO level: -0.31805 Eh
F_max: 1.2 eV/Å
LUMO: 0.615 eV
Structure (SMILES): CN1CCCC1.O.O

```
23
Properties=species:S:1:pos:R:3:mulliken_charge:R:1
C -0.866 -0.786 -2.713 -1.07
N -0.990 -0.793 -1.253 -0.08
C -1.192 0.551 -0.672 -0.49
C -0.374 0.627 0.643 -0.19
C 0.275 -0.754 0.768 -0.22
C 0.195 -1.383 -0.621 -0.77
H -1.847 -0.626 -3.146 0.32
H -0.498 -1.761 -3.005 0.36
H -0.193 -0.006 -3.111 0.39
H -1.018 1.409 -1.323 0.24
H -2.232 0.548 -0.361 0.28
H -1.080 0.888 1.442 0.24
H 0.363 1.411 0.727 -0.10
H -0.253 -1.354 1.512 0.00
H 1.330 -0.720 1.048 0.39
H 1.105 -1.167 -1.195 0.35
H 0.045 -2.458 -0.544 0.30
H 1.223 2.816 -0.051 0.37
H 2.658 3.375 0.042 0.33
O 1.729 3.634 -0.088 -0.66
H 0.234 -1.800 3.623 0.33
H 0.551 -0.367 4.105 0.32
O 0.835 -1.284 4.173 -0.64
```